## P
Entry from the OMol25 dataset: an isolated ion of composition C5H9N2 and charge +1 (wB97M-V/def2-TZVPD).

```
16
C5H9N2 (wB97M-V/def2-TZVPD)
N -0.65464 -0.50314 0.81076
N 0.63268 0.66787 -1.39745
C -1.24498 -1.61057 1.45987
C -0.59368 0.94160 0.60624
C -0.30216 -1.64010 0.29388
C 0.70104 1.29905 -0.06223
C 1.30830 -0.39223 -1.71291
H -0.67326 -2.04725 2.37210
H -2.37049 -1.77893 1.45134
H 1.54828 0.70629 0.44111
H -1.53936 1.27470 -0.00374
H 1.92411 -0.79918 -1.00391
H 1.19396 -1.06430 -2.53713
H -0.06825 0.93752 -2.05402
H -0.77728 1.65005 1.42216
H 0.91572 2.35860 -0.08605
```

As for the multiplicity: 1. The calculation puts the HOMO energy at -13.29 eV. The net charge is +1. For the LUMO energy, the calculation gives -5.00 eV. Its HOMO-LUMO gap is 8.29 eV.

## Q
Entry from the OMol25 dataset: an isolated ion of composition C5H9N2 and charge +1 (wB97M-V/def2-TZVPD).

```
16
C5H9N2 (wB97M-V/def2-TZVPD)
N -0.03100 -1.42357 0.09258
N -0.92879 -0.45600 -1.57930
C 1.13674 2.11992 1.14079
C 0.02186 -0.06663 0.38236
C -0.61824 -1.64756 -1.07019
C -0.67942 0.50201 -0.64044
C 0.85409 0.66623 1.37580
H 0.20727 -2.10927 0.79620
H 1.77500 0.16095 1.57541
H -0.96857 -2.57879 -1.46707
H -1.37294 -0.43467 -2.48559
H 0.38810 0.42683 2.34798
H 1.46955 2.62998 2.03430
H 1.94130 2.30813 0.43745
H 0.30068 2.73711 0.80418
H -0.91547 1.53836 -0.72783
```

As for the multiplicity: 1. The calculation puts the HOMO energy at -14.03 eV. The net charge is +1. For the LUMO energy, the calculation gives -3.30 eV. Its HOMO-LUMO gap is 10.73 eV.

Need the numbers? Relative energies in eV: P 5.260; Q 0.000.

## P
Entry from the OMol25 dataset: a 2-piece molecular cluster, C5H9N2 overall (wB97M-V/def2-TZVPD).

```
16
C5H9N2 (wB97M-V/def2-TZVPD)
N 2.04930 2.05232 0.03558
N 1.32256 -0.25548 -0.02140
C 0.27486 -2.31932 -0.02639
C -2.68664 0.40717 -0.07863
C 1.24347 1.04880 -0.21999
C 0.21197 -0.96304 -0.43975
C -3.77542 0.95437 0.03979
H 2.21997 -0.47832 0.51744
H 1.26072 -2.54102 0.54065
H 0.17836 1.44529 -0.44410
H 2.98990 1.78543 0.31852
H -4.68121 1.48387 0.16725
H -0.29803 -3.09860 -0.71272
H -1.78834 -0.14065 -0.22928
H 1.89224 3.00291 -0.20529
H -0.41369 -2.38374 0.75832
```

As for the multiplicity: 1. The calculation puts the HOMO energy at -13.13 eV. The net charge is +1. For the LUMO energy, the calculation gives -5.12 eV. Its HOMO-LUMO gap is 8.01 eV.

## Q
Entry from the OMol25 dataset: a 2-piece molecular cluster, C5H9N2 overall (wB97M-V/def2-TZVPD).

```
16
C5H9N2 (wB97M-V/def2-TZVPD)
N 2.57579 0.00617 -0.20139
N -1.41107 0.13627 0.65641
C 3.56766 0.55235 -0.36406
C -0.09018 0.23958 -0.28899
C 0.75805 -0.81944 0.09078
C 0.95833 -2.04976 0.40340
C -2.43690 1.13214 0.05671
H -0.36598 0.31229 -1.32432
H 4.32151 1.21780 -0.78332
H 0.14872 -2.70024 0.85473
H -2.81476 0.97673 -1.00686
H -3.45301 1.01206 0.57033
H -2.29590 2.14636 0.20129
H 0.22262 1.16735 0.16535
H 1.97774 -2.54813 0.40243
H -1.66261 -0.78154 0.56751
```

As for the multiplicity: 1. The calculation puts the HOMO energy at -13.72 eV. The net charge is +1. For the LUMO energy, the calculation gives -5.06 eV. Its HOMO-LUMO gap is 8.66 eV.

Need the numbers? Relative energies in eV: P 0.497; Q 0.000.

## P
Entry from the OMol25 dataset: C5H9N2 as an isolated structure (wB97M-V/def2-TZVPD).

```
16
C5H9N2 (wB97M-V/def2-TZVPD)
N -1.67281 -0.21351 0.97099
N 0.24346 -0.55382 0.19183
C -0.60303 1.89478 -0.23918
C -0.80952 0.43162 -0.05862
C 1.67614 -0.66808 0.28583
C -0.78051 -1.06738 1.13769
C -0.52993 -0.64910 -1.01634
H -0.85554 2.51125 0.71019
H -0.02214 -0.28783 -1.87217
H 1.98522 -1.22033 1.25721
H -1.15394 -1.49274 -1.16332
H 0.42148 2.00857 -0.37108
H -0.81549 -2.02666 1.55470
H -1.12123 2.23841 -1.06635
H 2.05732 0.35209 0.25635
H 1.98052 -1.25728 -0.57772
```

As for the multiplicity: 1. The calculation puts the HOMO energy at -15.92 eV. The net charge is +1. For the LUMO energy, the calculation gives -4.00 eV. Its HOMO-LUMO gap is 11.92 eV.

## Q
Entry from the OMol25 dataset: an isolated ion of composition C5H9N2 and charge +1 (wB97M-V/def2-TZVPD).

```
16
C5H9N2 (wB97M-V/def2-TZVPD)
N 0.17185 -0.19316 -0.06302
N 2.04080 1.07867 0.05850
C 0.87718 -1.47013 -0.13350
C -2.34180 0.15393 0.74295
C -1.30773 -0.34800 -0.21058
C 0.76909 0.93559 0.19440
C -2.19297 0.86646 -0.32482
H 2.64950 0.22050 0.03975
H 0.06674 1.76313 0.31560
H 0.15322 -2.27504 -0.30202
H -2.68087 -0.10445 1.72041
H 1.47933 -1.58957 0.77190
H -1.33642 -1.24142 -0.79772
H 1.44519 -1.39532 -1.00943
H 2.66201 1.85689 0.04950
H -2.45512 1.74191 -1.05191
```

As for the multiplicity: 1. The calculation puts the HOMO energy at -13.95 eV. The net charge is +1. For the LUMO energy, the calculation gives -3.18 eV. Its HOMO-LUMO gap is 10.77 eV.

Need the numbers? Relative energies in eV: P 1.112; Q 0.000.